The following is a DFT calculation (the ωB97M-V functional and the def2-TZVPD basis) of a structure of composition C32H31ClN4O2OsSi at a distorted geometry.

total energy: -66607.920 eV
lowest unoccupied orbital energy (spin up / spin down): -1.0424 / -1.2965 eV
M: 757.39 u
energy relative to the best compared isomer or geometry (same formula, charge and spin): 267.3 kJ/mol

The geometry in XYZ format:
```
72
Properties=species:S:1:pos:R:3:forces:R:3:lowdin_charge:R:1
Os 0.660 0.025 0.323 -3.24 1.44 2.40 1.228
N -0.004 0.343 2.616 0.64 -0.01 -1.45 -0.022
N -1.279 -0.136 2.894 -0.25 0.20 0.04 0.032
C -1.806 -1.196 2.201 -0.17 0.44 0.40 -0.678
O -2.821 -1.721 2.586 0.09 -0.22 -0.22 0.108
O -1.159 -1.515 1.102 1.92 0.23 -1.46 -0.153
H 0.706 -0.117 3.182 0.14 0.08 -0.08 0.057
H 0.033 1.343 2.782 0.09 0.03 -0.06 0.101
H -1.666 0.010 3.813 0.10 0.01 0.05 0.158
C 2.370 2.810 -0.226 0.11 0.03 -0.12 -0.191
N 1.083 2.141 -0.121 0.67 -0.80 -0.33 -0.115
C 0.013 2.781 -0.495 -0.11 -0.13 -0.01 -0.098
C -1.196 2.092 -0.678 -0.03 0.09 -0.08 -0.347
C -2.501 2.512 -0.958 -0.10 0.03 0.00 -0.043
C -3.262 1.352 -1.067 0.05 0.08 -0.05 -0.077
C -2.388 0.276 -0.858 0.04 0.04 -0.02 -0.146
N -1.144 0.716 -0.618 -0.03 -0.04 0.25 -0.106
C 3.159 2.336 -1.432 -0.09 -0.01 0.01 -0.223
C 4.536 2.172 -1.346 0.00 -0.01 -0.05 -0.046
C 5.267 1.765 -2.455 0.01 0.02 0.00 -0.073
C 4.626 1.531 -3.662 -0.01 0.04 -0.04 -0.102
C 3.250 1.701 -3.758 0.04 0.08 0.02 -0.097
C 2.520 2.095 -2.646 0.03 -0.01 0.02 -0.044
H 2.948 2.634 0.679 0.00 0.02 0.02 0.058
H 2.213 3.889 -0.329 -0.06 0.01 0.12 0.127
H 0.064 3.849 -0.701 0.07 0.01 0.08 0.140
H -2.838 3.534 -1.039 0.01 -0.02 -0.06 0.102
H -4.319 1.277 -1.262 0.02 0.01 -0.03 0.093
H -2.623 -0.776 -0.868 0.01 0.01 0.10 0.095
H 5.041 2.365 -0.406 -0.02 -0.05 0.01 0.118
H 6.338 1.631 -2.375 -0.01 0.00 0.01 0.105
H 5.192 1.212 -4.529 0.01 0.01 0.02 0.105
H 2.749 1.525 -4.702 -0.02 -0.01 0.02 0.110
H 1.445 2.213 -2.718 0.01 -0.01 -0.04 0.111
Cl 2.920 0.844 2.526 0.25 0.11 0.22 0.471
C 2.656 -0.151 1.011 -0.37 -0.58 0.03 -0.695
H 2.960 -1.148 1.311 0.16 0.02 0.02 -0.037
H 3.397 0.225 0.305 -0.06 0.05 -0.05 -0.013
C 2.258 -3.981 4.291 -0.01 0.00 0.00 -0.087
C 3.027 -3.860 3.143 0.01 0.02 0.00 -0.075
C 2.444 -3.448 1.952 -0.08 -0.04 0.04 -0.107
C 1.081 -3.143 1.876 -0.04 0.06 -0.08 -0.236
C 0.314 -3.322 3.036 0.06 0.02 -0.01 -0.092
C 0.894 -3.732 4.231 0.00 0.09 -0.03 -0.077
Si 0.305 -2.451 0.293 0.58 -1.66 0.12 0.579
C -0.914 -3.712 -0.399 -0.26 0.20 0.07 -0.233
C -1.724 -3.403 -1.496 0.08 -0.04 0.03 -0.095
C -2.669 -4.300 -1.967 -0.01 0.01 -0.01 -0.084
C -2.805 -5.544 -1.363 0.01 0.03 0.04 -0.093
C -1.993 -5.879 -0.290 -0.02 -0.01 -0.03 -0.084
C -1.063 -4.966 0.192 0.02 0.07 -0.02 -0.084
C 1.622 -2.620 -1.102 -0.11 0.15 0.19 -0.264
C 2.177 -3.875 -1.357 0.08 0.00 -0.12 -0.097
C 3.145 -4.040 -2.338 0.05 0.03 -0.03 -0.075
C 3.572 -2.950 -3.088 -0.09 0.02 0.09 -0.079
C 3.020 -1.697 -2.860 0.00 0.13 -0.09 -0.065
C 2.048 -1.546 -1.882 -0.06 -0.17 0.25 -0.116
H 2.718 -4.274 5.227 -0.01 -0.03 -0.02 0.101
H 4.088 -4.075 3.178 0.00 0.00 -0.01 0.104
H 3.059 -3.375 1.063 0.04 0.05 0.03 0.094
H -0.757 -3.162 3.009 0.00 -0.05 0.04 0.096
H 0.277 -3.843 5.114 0.01 -0.04 -0.01 0.104
H -1.611 -2.440 -1.987 -0.04 -0.03 -0.04 0.096
H -3.310 -4.030 -2.797 0.04 -0.01 -0.03 0.101
H -3.549 -6.244 -1.722 0.02 -0.01 -0.01 0.099
H -2.098 -6.848 0.184 0.02 0.00 0.00 0.101
H -0.447 -5.231 1.045 -0.04 -0.04 0.01 0.098
H 1.851 -4.737 -0.784 -0.02 0.02 -0.02 0.110
H 3.572 -5.018 -2.520 -0.02 0.00 0.01 0.103
H 4.329 -3.074 -3.852 0.00 -0.01 0.01 0.102
H 3.344 -0.841 -3.437 -0.02 -0.06 0.01 0.079
H 1.609 -0.547 -1.740 -0.04 0.13 -0.08 0.064
```
Forces are in eV/Å.